C25H43Cl3EuN5O4Si | ωB97M-V/def2-TZVPD

XYZ file:
```
82
Properties=species:S:1:pos:R:3
C 1.69909 -1.28494 -4.46830
C 1.22237 0.09680 -4.16875
H 1.73525 -1.45810 -5.54816
H 1.04659 -2.03066 -3.99235
H 2.70621 -1.43607 -4.06102
C 0.68514 0.92336 -5.08048
C 0.53423 0.59120 -6.52909
H 0.33975 1.92036 -4.78809
H 0.33163 -0.47870 -6.67886
H 1.43041 0.85250 -7.11584
H -0.30591 1.17371 -6.93590
Eu 0.11923 -1.30334 -0.02494
Cl 2.76350 -0.14393 0.47392
Cl -0.92935 -3.56633 -2.24796
C 0.33554 1.83822 0.80630
O -0.54480 0.95634 0.73981
N 0.10738 3.09855 1.15567
C -1.24677 3.53364 1.46038
C 1.15061 4.11427 1.13366
H 1.39241 1.59365 0.58906
H -1.86669 2.64907 1.63015
H -1.64663 4.12652 0.62316
H -1.20269 4.16442 2.35525
H 2.12712 3.63967 0.98245
H 1.14373 4.65676 2.08512
H 0.97494 4.83490 0.32496
H -1.92564 -1.25249 -3.83024
H -2.32815 1.74927 -4.04518
C -2.94704 -1.05053 -3.46765
C -3.23105 1.40723 -3.51559
N -2.98563 0.20221 -2.73819
H -3.26071 -1.87110 -2.81683
C -2.66806 0.22957 -1.43048
O -2.32736 -0.77512 -0.77949
H -3.57352 2.21447 -2.85693
H -2.74449 1.23777 -0.97902
H -3.62814 -0.94001 -4.31736
H -3.99334 1.18886 -4.27129
O 0.17334 -0.26691 -2.13426
C 1.18548 0.45580 -2.68669
C -0.23956 2.53210 -2.30513
C 1.02283 1.95700 -2.43023
H -1.10366 1.86407 -2.21121
C -0.37171 3.92084 -2.32247
H 2.15188 0.15738 -2.24052
C 2.16805 2.74582 -2.41126
H -1.37196 4.36351 -2.26873
C 0.77616 4.71908 -2.40951
C 2.04632 4.13216 -2.41444
H 3.13263 2.23572 -2.39652
H 0.67275 5.80565 -2.44508
H 2.94215 4.75396 -2.43785
Si 0.31056 -4.46844 -0.73992
Cl 1.95018 -2.86915 -1.39326
C -1.30229 -5.31937 -0.00315
C 1.11571 -4.10822 1.02179
C 0.98874 -6.12521 -1.34074
H -1.90924 -4.61887 0.58087
H -1.00135 -6.15978 0.63975
H -1.94009 -5.73703 -0.79223
H 0.34204 -6.48990 -2.15344
H 0.98733 -6.87997 -0.53113
H 2.00819 -5.97038 -1.71052
H 1.23693 -3.05642 1.34925
H 2.13074 -4.53212 0.98604
H 0.57904 -4.60934 1.84203
C -2.52693 -3.14318 4.37398
N -1.40566 -2.23159 4.17068
C -0.88044 -1.50277 5.19430
C 0.15232 -0.64956 4.95101
C 0.64323 -0.58383 3.61333
N 0.17527 -1.36154 2.62319
C -0.93577 -2.11195 2.86786
O -1.53238 -2.68208 1.91824
N 1.64692 0.24244 3.29813
H -3.39453 -2.81055 3.78930
H -2.77928 -3.15600 5.43774
H -2.25099 -4.15673 4.05485
H -1.33544 -1.67229 6.17087
H 0.57921 -0.00379 5.71278
H 2.09691 0.80079 4.00835
H 2.13682 0.14352 2.38300
```

Calculated values
Spin multiplicity: 7
Net charge: 0
E_LUMO (spin up / spin down) in eV: -1.166 / -0.067
Kohn-Sham gap (spin up / spin down) in eV: 6.619 / 7.731
Energy relative to the best compared isomer or geometry (same formula, charge and spin) in kcal per mole: 49.1
Energy in Ha: -3933.7815

=====

C28H92N12O16 | ωB97M-V/def2-TZVPD

XYZ file:
```
148
Properties=species:S:1:pos:R:3
C 1.52849 -3.01621 3.32667
O 2.64807 -3.32792 3.02889
N 0.48670 -3.46828 2.75630
N 1.24586 -2.21637 4.32074
H 0.58977 -4.21933 2.08892
H -0.43329 -3.18973 3.06636
H 1.91619 -1.97771 5.03753
H 0.25441 -2.06353 4.43804
C -2.67440 -6.53544 2.37801
O -2.28556 -7.60663 2.67950
N -3.85838 -6.06996 2.48146
N -1.93807 -5.53826 1.80995
H -4.53926 -6.73809 2.81329
H -4.10023 -5.22229 1.98845
H -0.94360 -5.63704 1.66378
H -2.39239 -4.64708 1.94959
C -4.60627 2.17256 -0.62957
O -4.16249 2.89922 0.25960
N -3.97482 1.37283 -1.42870
N -5.91832 2.06536 -0.74781
H -4.51012 0.69717 -1.95504
H -2.97112 1.26584 -1.39355
H -6.62494 2.64021 -0.31153
H -6.19160 1.51639 -1.55034
C 1.65167 1.51888 2.42123
O 1.99744 1.93062 1.34555
N 1.93572 0.31269 2.86568
N 0.80727 2.12152 3.16255
H 1.57840 0.02287 3.76481
H 2.35514 -0.37763 2.25934
H 0.49700 3.03816 2.87342
H 0.68992 1.68573 4.06610
C 3.19190 5.07516 -1.43740
C 1.98993 5.53018 -0.54043
C 0.62887 5.39102 -1.25428
O 0.45281 6.13019 -2.45599
C 0.33851 7.55339 -2.15112
N 2.03643 4.62371 0.55587
H 3.17102 5.56223 -2.41229
H 3.24559 4.00256 -1.62385
H 4.08398 5.29166 -0.84967
H 2.20603 6.52270 -0.14508
H -0.17197 5.59567 -0.54374
H 0.53486 4.33477 -1.50646
H 1.23133 8.17640 -2.09799
H -0.21742 7.75357 -1.23516
H -0.36717 8.03236 -2.82988
H 1.29475 4.80615 1.21671
H 2.14547 3.62499 0.45208
C 1.19136 -1.95307 -4.07506
C 1.10558 -0.48079 -4.26643
C 2.51965 0.13658 -4.13890
O 2.77182 1.42215 -4.55822
C 2.09635 2.44989 -3.89797
N 0.64514 -0.20988 -5.66043
H 0.24477 -2.45679 -4.27085
H 1.57832 -2.11082 -3.06835
H 1.83689 -2.37941 -4.84293
H 0.49570 0.01692 -3.51249
H 3.25220 -0.47814 -4.66195
H 2.91181 0.00167 -3.13087
H 2.30815 2.40790 -2.82957
H 1.01453 2.31873 -3.92170
H 2.33782 3.44974 -4.25867
H -0.23368 -0.67450 -5.83906
H 0.40266 0.76657 -5.74901
C -1.52952 -2.40766 -1.02423
C -1.57689 -1.69147 0.37547
C -0.71145 -0.44568 0.40330
O -1.32514 0.62509 -0.35513
C -0.55149 1.78559 -0.40593
N -2.97466 -1.23144 0.68673
H -0.55417 -2.83788 -1.25165
H -1.77029 -1.75082 -1.86011
H -2.24911 -3.22576 -1.05586
H -1.22147 -2.45997 1.06189
H 0.28705 -0.68450 0.03713
H -0.77258 -0.28011 1.47892
H 0.47522 1.58010 -0.70883
H -0.48884 2.12764 0.62711
H -1.07984 2.53785 -0.99163
H -3.21619 -0.38886 0.18492
H -2.85609 -0.87833 1.62553
C 5.23725 -5.67578 -1.36063
C 5.85268 -4.35228 -0.78367
C 4.85397 -3.20850 -0.85854
O 3.77667 -3.42163 -0.07411
C 2.82083 -2.40558 -0.19918
N 6.36363 -4.72747 0.55722
H 4.18603 -5.84586 -1.12798
H 5.82558 -6.53791 -1.04646
H 5.19193 -5.64973 -2.44937
H 6.62610 -3.91742 -1.41678
H 4.56672 -3.17003 -1.90930
H 5.39498 -2.33584 -0.49267
H 3.21155 -1.51761 0.29776
H 1.87217 -2.62919 0.28883
H 2.47435 -2.21682 -1.21526
H 6.83005 -5.61411 0.42905
H 7.06889 -4.03206 0.75497
C 4.51587 1.39493 -0.91598
O 3.17057 1.02855 -0.86296
H 5.20735 0.56310 -0.78171
H 4.82608 1.81984 -1.87061
H 4.65548 2.17770 -0.17041
H 2.80894 1.14816 0.01825
C -4.24724 1.17072 3.08387
O -3.91985 -0.12545 3.69540
H -4.67554 1.82732 3.84119
H -3.39738 1.74816 2.71998
H -4.89340 1.02171 2.21879
H -4.67384 -0.45152 4.19215
C -2.99324 5.87543 -0.13058
O -3.16045 5.24965 1.10810
H -3.96604 6.07844 -0.57841
H -2.44630 6.81634 -0.07026
H -2.33893 5.24739 -0.73518
H -3.66024 4.44490 0.95258
C -2.00253 -3.33718 4.71836
O -1.84961 -2.41647 3.67523
H -1.59859 -3.02268 5.68066
H -3.06841 -3.48119 4.89514
H -1.56129 -4.31407 4.52061
H -2.53046 -1.74544 3.76334
C -5.16279 -3.29135 2.16095
O -4.56057 -3.65453 0.90508
H -5.60874 -2.30097 2.06943
H -5.82728 -4.03848 2.59494
H -4.40088 -3.10602 2.91808
H -4.00457 -2.91128 0.66003
C -1.88935 1.97773 -3.94561
O -1.58370 2.41473 -5.25701
H -2.04017 0.90337 -3.84033
H -1.09732 2.14741 -3.21623
H -2.77826 2.54357 -3.66676
H -1.24572 3.30975 -5.17748
C -0.64993 5.72122 2.99942
O -0.46894 4.58721 2.27082
H -1.71234 5.82655 3.21914
H -0.10643 5.76893 3.94305
H -0.40695 6.56434 2.35273
H -1.23689 4.51834 1.69889
C 0.85222 -5.35477 -0.81692
O 1.19434 -5.14091 0.47487
H -0.19739 -5.08212 -0.92688
H 1.42009 -4.70821 -1.48594
H 1.11187 -6.36019 -1.14831
H 1.82957 -5.81136 0.73673
```

Calculated values
Net charge: 0
E_LUMO in eV: -0.133
Kohn-Sham gap in eV: 7.987
Energy in Ha: -2982.7792

=====

C44H61N6O3SiTi | ωB97M-V/def2-TZVPD

XYZ file:
```
116
Properties=species:S:1:pos:R:3
Ti 0.23462 -0.01718 -0.12549
C -5.32721 -3.48532 2.11746
C -3.89201 -3.27336 2.60656
C -3.28789 -2.01234 2.08075
C -3.42727 -0.74728 2.56119
C -4.29995 -0.28157 3.68067
C -5.62838 0.26845 3.15027
C -2.59006 0.09059 1.72112
N -1.97495 -0.63899 0.76285
C -2.41070 -1.91017 0.92385
C -2.16892 -2.95335 0.04193
C -1.47653 -2.85137 -1.15408
C -1.23759 -3.98590 -2.03412
C -1.67325 -5.38512 -1.75523
C -0.71011 -6.04933 -0.76866
C -0.48176 -3.51251 -3.05694
C -0.29022 -2.09512 -2.79208
C 0.49075 -1.26079 -3.57609
C 0.76685 0.07271 -3.30959
N 0.30166 0.78689 -2.24836
C 0.76814 2.05470 -2.41850
C 0.47539 3.12250 -1.58188
C -0.32134 3.04353 -0.44954
N -0.82932 1.89420 0.07772
C -1.69554 2.28793 1.05158
C -2.48855 1.46504 1.83970
C -1.70874 3.73038 1.17664
C -0.82496 4.20216 0.25354
C -0.41671 5.61514 -0.01782
C -1.23924 6.26282 -1.13427
C -2.57759 4.53320 2.08935
C -3.95411 4.76391 1.46096
C 1.59486 2.14501 -3.59901
C 1.59455 0.90261 -4.16002
C 2.34447 0.45503 -5.37281
C 3.64769 -0.24903 -4.98430
C 2.33146 3.36450 -4.05195
C 1.46747 4.25180 -4.95179
N -0.91802 -1.72609 -1.65274
C 0.05331 -4.26209 -4.23246
C -0.83167 -4.05951 -5.46560
H -5.68221 -4.47660 2.39570
H -5.37604 -3.38560 1.03555
H -5.99727 -2.74824 2.55342
H -3.28189 -4.12198 2.29242
H -3.88523 -3.24733 3.70095
H -3.78415 0.48959 4.25779
H -4.50385 -1.12236 4.35045
H -5.46538 1.14293 2.52432
H -6.28272 0.54833 3.97473
H -6.12461 -0.48520 2.54254
H -2.56723 -3.92607 0.29587
H -1.70668 -5.95779 -2.68551
H -2.68549 -5.38538 -1.34123
H 0.25963 -6.20049 -1.23548
H -1.09790 -7.01060 -0.43425
H -0.54625 -5.40243 0.08838
H 0.93587 -1.68758 -4.46405
H 0.84896 4.09714 -1.86314
H -3.09884 1.93892 2.59577
H 0.63779 5.62619 -0.30570
H -0.52161 6.21526 0.89102
H -1.19963 5.64607 -2.02778
H -0.85274 7.25345 -1.37230
H -2.27968 6.36618 -0.83651
H -2.10883 5.50200 2.28435
H -2.70255 4.02351 3.04725
H -3.85007 5.26211 0.49939
H -4.57485 5.38117 2.10879
H -4.45244 3.81213 1.29443
H 2.57270 1.32107 -6.00014
H 1.72788 -0.22632 -5.96348
H 4.27311 0.41532 -4.39202
H 4.20025 -0.55012 -5.87439
H 3.43840 -1.13013 -4.38197
H 3.22709 3.06012 -4.59888
H 2.65272 3.93622 -3.17752
H 1.21615 3.72972 -5.87376
H 1.99537 5.17009 -5.20819
H 0.54024 4.50968 -4.44426
H 0.09470 -5.32693 -3.99030
H 1.07182 -3.93270 -4.45609
H -1.85150 -4.37105 -5.24818
H -0.45863 -4.64460 -6.30526
H -0.85593 -3.01031 -5.75303
N 1.29569 2.44245 1.96395
C 0.67556 1.85231 3.13063
C 0.64381 0.31997 3.09520
O 0.71514 -0.25481 4.19070
N 0.54308 -0.31214 1.92560
C 0.56480 -1.75675 2.11623
C 0.86780 -2.45557 0.79732
O 0.91002 -3.67676 0.73422
O 1.09142 -1.65702 -0.17612
H 1.33755 3.45245 2.06739
H 2.23943 2.08486 1.87775
H 1.18552 2.11702 4.07473
H -0.35503 2.20965 3.20535
H 1.33644 -2.02930 2.85332
H -0.38729 -2.14502 2.51383
C 4.64285 1.14268 1.77336
Si 3.86699 -0.05273 0.46806
C 3.94615 -1.75874 1.33622
C 5.19447 -0.26617 -0.93062
C 2.32925 0.65132 -0.35541
H 5.69533 0.92558 1.93267
H 4.14496 1.02966 2.73171
H 4.56878 2.18589 1.47851
H 4.97690 -2.07314 1.49330
H 3.45289 -2.52036 0.74066
H 3.46078 -1.72688 2.30625
H 6.16710 -0.57362 -0.55678
H 5.33752 0.64519 -1.50460
H 4.85804 -1.03256 -1.62346
H 2.48289 0.42498 -1.41652
H 2.30687 1.73971 -0.25505
```

Calculated values
Net charge: -1
E_LUMO in eV: 1.766
Kohn-Sham gap in eV: 5.713
Energy relative to the best compared isomer or geometry (same formula, charge and spin) in kcal per mole: 33.8
Energy in Ha: -3406.7019

=====

C7H17ClINO2PRu | ωB97M-V/def2-TZVPD

XYZ file:
```
31
Properties=species:S:1:pos:R:3
C -3.06447 0.84013 1.67058
I -2.21521 1.07598 3.46336
H -2.33890 1.17276 0.95306
H -3.93914 1.44519 1.60590
H -3.33297 -0.16159 1.43212
Ru 0.65012 -0.54950 -1.42443
P 0.49915 -2.66973 -0.98261
C -0.01505 -3.39007 0.61897
C -0.64610 -3.13233 -2.26003
H 2.54844 -1.68171 -1.63062
H 2.53405 -3.51879 -1.78429
H 2.79953 -2.71432 -0.15492
C 2.28350 -2.68801 -1.13279
H -0.48623 -2.38820 -3.10093
H -0.46425 -4.19547 -2.55850
H 0.04394 -4.48185 0.53809
H -1.05264 -3.07779 0.81056
H -1.68726 -2.99079 -1.85765
H 0.63107 -3.02399 1.41143
C 0.00415 -0.36967 0.26181
O -0.24475 -0.37172 1.41518
Cl 0.36714 0.10670 -3.65198
C 1.71107 3.61772 0.29409
C 0.38981 2.87921 0.14080
N -0.56713 3.40564 0.95516
O 0.20253 1.93879 -0.63312
H 1.52588 4.69275 0.52177
H 2.30653 3.52615 -0.61364
H 2.25345 3.16974 1.14712
H -1.33414 2.77788 1.28569
H -0.27776 4.09783 1.65331
```

Calculated values
Spin multiplicity: 6
Net charge: +2
E_LUMO (spin up / spin down) in eV: -6.725 / -11.767
Kohn-Sham gap (spin up / spin down) in eV: 6.097 / 4.291
Energy relative to the best compared isomer or geometry (same formula, charge and spin) in kcal per mole: 0.0
Energy in Ha: -1675.4819

=====

C10H18N2O2S | ωB97M-V/def2-TZVPD

XYZ file:
```
33
Properties=species:S:1:pos:R:3
C -1.93223 0.10148 -1.44873
C -1.22559 -0.50884 -0.24123
C -1.73847 -1.60110 0.36513
C -1.20747 -2.14939 1.65354
C -0.31128 -1.08107 2.22222
N 0.34829 -0.16668 1.67174
C 0.02985 0.11470 0.28565
C 1.29599 -0.02494 -0.64743
C 1.33277 0.91128 -1.86932
C 1.45256 -1.45821 -1.14183
C 2.55270 0.38649 0.09392
S -0.32751 2.00885 0.56373
N -1.65782 1.91865 1.46571
O 0.78367 2.59800 1.26053
O -0.77858 2.57470 -0.66234
H -2.59531 0.89130 -1.00920
H -2.33882 -0.55009 -2.09704
H -1.29000 0.79948 -1.99289
H -2.53898 -2.13926 0.00116
H -1.96085 -2.26217 2.45601
H -0.71401 -3.17219 1.46525
H -0.31031 -1.13904 3.26803
H 2.01841 0.58212 -2.64929
H 1.67425 1.92438 -1.42061
H 0.29374 1.02270 -2.21409
H 2.35850 -1.68798 -1.63752
H 1.32984 -2.17837 -0.35030
H 0.72172 -1.97337 -1.97505
H 3.31184 0.48504 -0.69223
H 2.81563 -0.09530 1.05402
H 2.36395 1.32871 0.46930
H -1.34334 1.91262 2.41690
H -2.41316 2.62750 1.33625
```

Calculated values
Net charge: 0
E_LUMO in eV: 0.431
Kohn-Sham gap in eV: 9.457
SMILES string: CC1=CCC=N[C@]1(C(C)(C)C)S(N)(=O)=O
Energy relative to the best compared isomer or geometry (same formula, charge and spin) in kcal per mole: 72.5
Energy in Ha: -1049.9058

=====

CH3F2NS | ωB97M-V/def2-TZVPD

XYZ file:
```
8
Properties=species:S:1:pos:R:3
C 1.60251 -0.52377 0.23866
N 0.70204 0.30636 0.87831
F -3.02580 -0.28299 -0.91628
F -2.77367 2.12556 -0.43315
S -2.17124 0.71637 0.08819
H 1.27045 -1.57453 0.21717
H 2.69640 -0.61792 0.73335
H 1.69931 -0.14909 -0.80625
```

Calculated values
Net charge: 0
E_LUMO (spin up / spin down) in eV: -0.899 / -0.755
Kohn-Sham gap (spin up / spin down) in eV: 8.572 / 8.553
Energy relative to the best compared isomer or geometry (same formula, charge and spin) in kcal per mole: 91.1
Energy in Ha: -692.3764